{
  "formula": "C40H40BN5O5RhS2",
  "method": "ωB97M-V/def2-TZVPD",
  "elements": ["Rh", "C", "N", "C", "C", "N", "B", "N", "C", "C", "N", "C", "C", "S", "C", "S", "H", "H", "H", "H", "H", "H", "H", "H", "H", "H", "H", "H", "C", "C", "C", "O", "C", "C", "O", "C", "O", "C", "C", "C", "C", "C", "C", "C", "C", "C", "C", "C", "C", "C", "O", "C", "C", "C", "C", "C", "C", "C", "C", "C", "C", "C", "C", "H", "H", "H", "H", "H", "H", "H", "H", "H", "H", "H", "H", "H", "H", "H", "H", "H", "H", "H", "H", "H", "H", "H", "H", "H", "H", "H", "H", "O", "C", "N"],
  "positions_angstrom": [[0.11917, -0.11931, 0.12176], [2.98891, 1.56478, -2.69297], [2.34571, 2.58377, -1.88642], [1.96537, 3.83166, -2.31608], [1.47628, 4.48006, -1.23284], [1.54934, 3.63722, -0.15402], [1.14219, 4.03271, 1.28891], [-0.36839, 3.67405, 1.61060], [-0.94490, 4.18929, 2.74603], [-2.14529, 3.59063, 2.93100], [-2.30447, 2.70974, 1.89377], [-3.37160, 1.74331, 1.73537], [-1.22000, 2.78276, 1.09128], [-1.12584, 1.93830, -0.40593], [2.04802, 2.46536, -0.57865], [2.32953, 1.04629, 0.35298], [2.89442, 1.85426, -3.73710], [2.48538, 0.61263, -2.53056], [4.04241, 1.48609, -2.42355], [2.08790, 4.14108, -3.33575], [1.09240, 5.47615, -1.13191], [1.22937, 5.23633, 1.37846], [1.83713, 3.45461, 2.07835], [-0.43535, 4.92309, 3.33828], [-2.87213, 3.68588, 3.71363], [-4.07068, 1.87303, 2.55847], [-2.94175, 0.74016, 1.76491], [-3.87919, 1.89353, 0.78287], [-3.04235, -4.91976, 4.31230], [-3.10091, -3.82875, 3.25762], [-4.52734, -3.46221, 2.86459], [-2.39780, -4.24107, 2.09542], [-1.35720, -3.30411, 1.81392], [-1.76298, -2.07865, 2.64809], [-2.40926, -2.70455, 3.75653], [-0.68053, -1.04383, 3.07679], [-0.62794, -0.10633, 2.06765], [0.67610, -1.67306, 3.37975], [0.80385, -2.88418, 4.05326], [2.05527, -3.39220, 4.36198], [3.20200, -2.68961, 4.01698], [3.07985, -1.46478, 3.37933], [1.82557, -0.95906, 3.07473], [-1.04063, -0.30075, 4.38814], [-0.91095, 1.08371, 4.39643], [-1.11698, 1.81936, 5.55563], [-1.45685, 1.18186, 6.73648], [-1.56524, -0.20233, 6.74557], [-1.34813, -0.93536, 5.59073], [-1.21435, -3.05358, 0.30430], [-0.21603, -2.11621, 0.16943], [-0.72313, -4.31168, -0.41723], [-0.20395, -4.14876, -1.69986], [0.25522, -5.23843, -2.41600], [0.21200, -6.51162, -1.85849], [-0.29452, -6.67672, -0.58133], [-0.76335, -5.58178, 0.13595], [-2.55829, -2.64377, -0.29598], [-2.85328, -1.31812, -0.56946], [-4.09168, -0.94619, -1.07482], [-5.06109, -1.90600, -1.31539], [-4.77265, -3.23986, -1.05447], [-3.53531, -3.60376, -0.55346], [-3.60264, -5.79329, 3.98242], [-3.46727, -4.55621, 5.24675], [-2.00500, -5.20563, 4.47773], [-5.01645, -4.31859, 2.40206], [-4.51407, -2.64955, 2.13991], [-5.09160, -3.15441, 3.74468], [-0.39989, -3.71583, 2.15072], [-2.50093, -1.48726, 2.08923], [-0.07924, -3.44015, 4.34110], [2.13372, -4.34332, 4.87352], [4.17920, -3.09167, 4.25136], [3.95998, -0.89351, 3.11739], [1.72682, 0.01402, 2.61066], [-0.62042, 1.57173, 3.47683], [-0.99863, 2.89538, 5.53168], [-1.61830, 1.75088, 7.64333], [-1.81247, -0.72055, 7.66412], [-1.41611, -2.00988, 5.63389], [-0.14921, -3.15296, -2.11588], [0.65264, -5.09328, -3.41125], [0.57470, -7.36537, -2.41602], [-0.32822, -7.66134, -0.13288], [-1.16584, -5.72780, 1.13021], [-2.10705, -0.54012, -0.39275], [-4.28294, 0.09607, -1.29257], [-6.02556, -1.62313, -1.71660], [-5.51427, -4.00336, -1.25008], [-3.32206, -4.64678, -0.36454], [-0.94653, -0.63902, -4.06328], [-0.39022, -0.46090, -3.02834], [0.24071, -0.27211, -2.04401]],
  "atomic_forces_ev_per_a": [[0.163, -0.136, 0.163], [-0.097, -0.135, -0.020], [-0.213, -0.030, 0.027], [0.026, 0.182, 0.096], [0.087, 0.000, -0.164], [-0.106, -0.063, 0.009], [-0.027, 0.019, -0.047], [0.017, -0.036, -0.019], [-0.181, -0.053, 0.089], [0.096, 0.185, -0.012], [0.009, 0.089, 0.014], [-0.066, -0.070, -0.034], [0.046, -0.117, -0.198], [-0.032, 0.020, -0.107], [0.245, -0.087, 0.146], [0.066, -0.076, 0.068], [0.005, -0.020, -0.006], [0.006, 0.023, -0.016], [-0.024, -0.021, -0.003], [-0.004, 0.028, -0.079], [-0.049, 0.080, -0.003], [0.010, 0.036, -0.014], [0.014, -0.002, 0.040], [0.055, 0.089, 0.079], [-0.064, 0.007, 0.067], [-0.008, -0.011, 0.002], [-0.028, 0.060, -0.003], [0.008, -0.015, 0.039], [-0.019, 0.071, -0.085], [-0.114, 0.028, 0.032], [0.113, -0.001, 0.052], [-0.106, -0.034, 0.200], [0.101, 0.094, 0.028], [-0.128, 0.007, -0.042], [-0.056, -0.133, 0.042], [-0.064, -0.093, 0.121], [0.075, 0.258, -0.282], [0.138, -0.067, 0.061], [0.036, -0.031, 0.035], [0.052, -0.013, 0.020], [-0.002, -0.023, 0.005], [-0.004, -0.036, 0.026], [-0.019, 0.090, -0.030], [-0.073, 0.082, 0.033], [0.020, -0.028, -0.056], [-0.013, -0.005, 0.032], [-0.001, -0.023, 0.021], [-0.017, 0.019, 0.050], [0.014, -0.022, 0.044], [-0.016, -0.179, 0.109], [0.317, 0.345, -0.167], [0.014, -0.002, -0.059], [-0.010, -0.017, 0.043], [0.002, -0.024, 0.002], [-0.004, 0.001, -0.006], [0.012, -0.027, -0.039], [0.041, -0.110, 0.110], [-0.091, 0.031, -0.053], [0.193, 0.249, 0.086], [-0.008, -0.017, -0.002], [0.024, -0.020, 0.008], [-0.062, 0.043, -0.024], [-0.005, -0.030, -0.032], [-0.018, -0.036, -0.021], [-0.035, 0.016, 0.041], [0.047, 0.003, 0.011], [-0.012, -0.034, -0.021], [-0.010, 0.033, -0.033], [-0.019, 0.009, 0.037], [-0.114, 0.108, -0.063], [0.058, -0.070, 0.054], [-0.020, 0.002, -0.006], [0.015, -0.029, 0.013], [0.026, -0.009, 0.005], [0.059, 0.033, -0.012], [0.009, -0.073, 0.039], [0.016, -0.060, 0.078], [0.010, 0.023, -0.001], [-0.004, 0.012, 0.025], [-0.003, -0.006, 0.021], [-0.001, -0.021, -0.001], [-0.003, 0.098, -0.041], [0.027, 0.001, -0.057], [0.017, -0.028, -0.027], [0.002, -0.046, 0.012], [0.044, -0.032, -0.093], [-0.471, -0.327, -0.108], [-0.005, 0.064, -0.016], [-0.030, 0.011, -0.014], [-0.043, -0.031, -0.012], [0.015, -0.013, 0.012], [-0.432, -0.148, -0.460], [0.239, 0.116, -0.193], [0.339, 0.107, 0.433]],
  "charge": -1,
  "fmax_ev_per_a": 0.65,
  "homo_energy_ev": [-4.686, -5.608],
  "multiplicity": 5,
  "e_tot_ev": -85175.583,
  "gap_ev": [7.2, 7.0]
}



{
  "formula": "C40H40BiOP3S",
  "method": "ωB97M-V/def2-TZVPD",
  "elements": ["Bi", "C", "C", "C", "C", "C", "C", "P", "C", "C", "C", "C", "C", "C", "C", "C", "C", "C", "C", "C", "H", "H", "H", "H", "H", "H", "H", "H", "H", "H", "H", "H", "H", "H", "C", "P", "C", "C", "C", "C", "C", "C", "C", "P", "C", "C", "H", "H", "H", "H", "H", "H", "H", "H", "H", "H", "H", "H", "H", "H", "H", "H", "O", "S", "C", "C", "C", "C", "C", "C", "C", "C", "C", "C", "C", "C", "H", "H", "H", "H", "H", "H", "H", "H", "H", "H"],
  "positions_angstrom": [[0.87794, 0.01105, -0.09901], [0.26110, -2.51610, 6.96203], [-0.54688, -1.41943, 6.70791], [-0.58120, -0.85121, 5.43922], [0.20198, -1.38032, 4.41465], [1.01905, -2.48271, 4.68204], [1.04512, -3.05073, 5.94607], [0.13519, -0.69592, 2.73088], [-1.05493, 0.66990, 2.81182], [-0.56666, 1.92569, 3.18339], [-1.41764, 3.02224, 3.22682], [-2.75615, 2.87308, 2.87975], [-3.24335, 1.62949, 2.49838], [-2.39580, 0.52871, 2.46428], [-0.66627, -1.93453, 1.68387], [-1.45869, -2.98738, 2.12334], [-2.03695, -3.84738, 1.19636], [-1.83273, -3.64905, -0.16376], [-1.04305, -2.59559, -0.61486], [-0.44221, -1.75109, 0.31191], [0.28270, -2.95515, 7.95149], [-1.15923, -1.00233, 7.49721], [-1.21812, 0.00462, 5.25688], [1.62831, -2.91483, 3.90013], [1.67714, -3.90727, 6.14232], [0.48054, 2.04912, 3.44321], [-1.03809, 3.98977, 3.52982], [-3.41992, 3.72843, 2.90715], [-4.28508, 1.51565, 2.22562], [-2.78284, -0.43567, 2.15716], [-1.62246, -3.13410, 3.18604], [-2.65409, -4.66996, 1.53505], [-2.28848, -4.32053, -0.88029], [-0.90542, -2.46326, -1.68104], [-0.04163, -0.89910, -3.95070], [1.28174, -0.81179, -2.72005], [2.42582, 0.41892, -3.40912], [2.15244, -2.39806, -2.74875], [2.11268, -3.19440, -3.89211], [2.79817, -4.39958, -3.93304], [3.52979, -4.82015, -2.83298], [3.57734, -4.03670, -1.68887], [2.89123, -2.82597, -1.63423], [2.98999, -1.79168, -0.15588], [4.59461, -0.95242, -0.24243], [3.13043, -2.88730, 1.26503], [0.38812, -0.81455, -4.94921], [-0.72262, -0.06393, -3.78763], [-0.60048, -1.82984, -3.87266], [2.92600, 0.00753, -4.28619], [3.17487, 0.72288, -2.67727], [1.85438, 1.30633, -3.69405], [1.54328, -2.88611, -4.76001], [2.75635, -5.01186, -4.82503], [4.06167, -5.76207, -2.86321], [4.15052, -4.38301, -0.83700], [5.39743, -1.68930, -0.18864], [4.69518, -0.25542, 0.59094], [4.68754, -0.40120, -1.17723], [4.07259, -3.43431, 1.23036], [2.29432, -3.58686, 1.28399], [3.11323, -2.27870, 2.16739], [-1.17792, 1.44077, -0.48064], [-0.83721, 2.93442, -0.54506], [-2.40518, 3.73357, -0.51931], [-3.55185, 2.98997, -0.75088], [-4.77314, 3.64692, -0.72830], [-4.82725, 5.01321, -0.47311], [-3.66445, 5.73576, -0.22667], [-2.43554, 5.09329, -0.23733], [-0.29660, 3.23875, -2.21108], [0.77866, 4.08908, -2.41367], [1.22528, 4.31334, -3.71383], [0.60182, 3.68088, -4.77923], [-0.47180, 2.81583, -4.55803], [-0.92794, 2.58825, -3.26980], [-3.48719, 1.92189, -0.91788], [-5.68490, 3.09113, -0.90642], [-5.78522, 5.51805, -0.45762], [-3.71636, 6.79545, -0.01233], [-1.52235, 5.64265, -0.03535], [1.26039, 4.57728, -1.57325], [2.05724, 4.98307, -3.89008], [0.94193, 3.86884, -5.78979], [-0.96267, 2.33707, -5.39690], [-1.76562, 1.92595, -3.08070]],
  "atomic_forces_ev_per_a": [[-0.047, -0.144, 0.005], [0.022, -0.017, -0.006], [-0.010, 0.048, -0.053], [0.040, 0.001, 0.046], [-0.105, -0.107, 0.031], [-0.038, 0.041, 0.030], [-0.029, 0.056, -0.036], [0.236, 0.079, 0.254], [-0.042, 0.078, -0.094], [-0.040, 0.049, -0.065], [-0.021, -0.074, -0.030], [0.022, -0.031, 0.012], [0.087, -0.037, 0.022], [-0.106, 0.078, 0.033], [-0.023, -0.054, -0.214], [-0.063, -0.095, 0.001], [0.034, 0.038, -0.017], [-0.015, -0.007, 0.040], [0.066, 0.073, 0.132], [-0.108, 0.020, 0.047], [0.003, 0.011, -0.038], [0.018, -0.004, -0.028], [-0.008, -0.022, -0.007], [0.051, -0.018, -0.093], [-0.012, 0.021, -0.020], [-0.030, -0.023, 0.006], [-0.002, -0.017, -0.002], [0.010, -0.014, -0.008], [0.024, 0.001, 0.017], [0.009, 0.017, 0.020], [0.006, 0.007, -0.056], [0.023, 0.022, -0.013], [0.003, 0.008, 0.012], [0.020, 0.021, 0.029], [-0.112, -0.013, 0.000], [-0.006, 0.225, 0.163], [0.002, 0.086, -0.009], [0.045, -0.151, 0.029], [-0.001, 0.016, 0.018], [-0.004, -0.015, -0.011], [0.011, -0.020, 0.011], [-0.019, -0.006, -0.032], [-0.003, -0.077, -0.128], [-0.088, 0.248, -0.009], [0.103, -0.005, 0.024], [-0.045, -0.141, 0.064], [-0.038, -0.012, -0.037], [0.054, -0.038, -0.029], [0.014, -0.012, 0.023], [0.003, 0.041, -0.029], [0.008, -0.063, -0.007], [-0.001, -0.018, 0.005], [0.012, 0.007, 0.017], [0.004, 0.026, 0.035], [-0.008, 0.021, 0.005], [-0.021, 0.016, -0.035], [0.025, 0.030, -0.028], [-0.001, -0.026, -0.004], [-0.001, 0.006, 0.001], [-0.014, -0.043, 0.033], [-0.009, 0.025, 0.022], [0.009, 0.021, 0.063], [0.356, -0.054, -0.268], [0.184, -0.213, 0.402], [-0.187, 0.119, -0.042], [-0.061, 0.093, -0.006], [-0.013, 0.057, 0.020], [0.005, -0.009, 0.005], [-0.038, -0.020, 0.035], [-0.079, -0.058, -0.080], [-0.135, -0.235, -0.194], [0.041, 0.016, -0.040], [-0.010, -0.006, 0.030], [-0.083, -0.036, 0.038], [0.021, 0.041, 0.002], [0.112, 0.137, -0.045], [0.019, 0.060, 0.000], [0.015, 0.029, 0.008], [0.043, -0.017, 0.000], [-0.006, -0.034, -0.020], [-0.027, -0.033, -0.002], [-0.026, -0.028, -0.029], [-0.032, -0.013, 0.009], [-0.006, -0.018, 0.025], [0.022, 0.023, 0.013], [-0.008, 0.070, 0.029]],
  "charge": 2,
  "fmax_ev_per_a": 0.49,
  "homo_energy_ev": -12.871,
  "multiplicity": 1,
  "e_tot_ev": -88705.362,
  "gap_ev": 7.4
}



The records above give, respectively, ΔE to the lowest compared entry with this formula, charge and spin values of 1.3 0.0 kcal/mol.